A molecular structure, C33H46FeP2Si in a non-equilibrium geometry, computed with ωB97M-V/def2-TZVPD.

Calculated values
- ΔE to the lowest compared entry with this formula, charge and spin (eV) = 0.000
- expectation value of S² = 6.070
- E_HOMO (alpha / beta) (eV) = -3.60 / -6.76
- multiplicity = 5
- frontier orbital gap (alpha / beta) (eV) = 4.06 / 7.18
- calculated total energy (eV) = -95803.382

Last column: Löwdin spin population.
Positions of all 83 atoms, in Å:
P -0.25671 -3.47056 -1.09171  0.0366
P 0.39831 2.18391 0.01475  0.2264
C 0.53258 -0.05438 -2.05205  0.0663
C 1.16126 1.26968 -1.41319  0.1200
H -0.23994 -0.42315 -1.33822  0.0182
H 1.36755 -0.78708 -2.06156  0.0101
H 2.18410 1.00360 -1.08318  0.0034
H 1.28157 2.02420 -2.21361  0.0147
C -1.28133 2.61772 -0.54364  0.0161
H -1.82609 3.12901 0.26187  0.0037
H -1.84332 1.71984 -0.83620  0.0030
H -1.21523 3.29409 -1.40879  0.0000
C 1.27067 3.77675 0.06531  0.0139
H 1.42337 4.13403 -0.96388  0.0001
H 2.24495 3.66050 0.55791  0.0016
H 0.68288 4.51562 0.62411  0.0034
C -1.36460 -4.91463 -1.11485  0.0042
H -1.51087 -5.28793 -0.09304  0.0004
H -0.94960 -5.69960 -1.75774  0.0003
H -2.33041 -4.59687 -1.52933  0.0022
C 1.45811 -4.11266 -0.99170  0.0033
H 2.16037 -3.29317 -1.20110  0.0002
H 1.60622 -4.88698 -1.75571  0.0002
H 1.66277 -4.51943 0.00770  0.0004
Fe -0.56018 -1.70603 -2.97809  2.6056
C -0.07539 0.18985 -3.49247  0.0447
C -1.48099 -0.38401 -3.74324  0.0960
C -1.92864 -0.69157 -5.13924  0.0139
C -1.53486 -2.15824 -5.53666  -0.0006
C -0.72689 -2.82443 -4.44136  -0.0370
C 0.65555 -2.45092 -4.15360  0.0399
C 1.38531 -1.40512 -4.96944  0.0060
C 0.93017 0.04282 -4.68494  0.0070
C -0.56688 -2.70822 0.53836  0.0145
H -0.27710 1.27724 -3.47559  0.0208
H -2.25489 -0.00857 -3.05871  0.0345
H -1.53487 0.01987 -5.88613  0.0024
H -3.02829 -0.61677 -5.15990  0.0005
H -2.46099 -2.73818 -5.67925  0.0001
H -0.99972 -2.16276 -6.50134  -0.0018
H -1.10006 -3.81150 -4.14792  0.0047
H 1.32191 -3.19002 -3.68847  0.0114
H 1.29105 -1.63478 -6.04678  0.0013
H 2.45774 -1.48826 -4.72132  0.0002
H 1.81248 0.65706 -4.45013  0.0021
H 0.45775 0.48057 -5.57555  0.0005
H -1.27806 -1.88512 0.40679  0.0046
H 0.35556 -2.29376 0.96240  0.0011
H -1.00988 -3.43431 1.23078  0.0015
C -1.08035 5.51432 4.12255  0.0985
C 0.27712 5.18768 4.03340  0.0028
C 0.66737 3.94317 3.52342  0.0772
C -0.29725 3.01724 3.08624  0.0783
C -1.65898 3.33012 3.24241  0.0750
C -2.04492 4.58351 3.72697  0.0066
Si 0.22287 1.45082 2.19216  0.1688
C 1.85292 0.90632 2.91776  0.0054
C 2.79285 0.20092 2.14171  0.0108
C 3.96572 -0.28451 2.73026  0.0017
C 4.21539 -0.07508 4.09233  0.0037
C 3.29186 0.63836 4.86744  0.0020
C 2.11610 1.12778 4.28135  0.0043
C -1.04898 0.12953 2.58074  0.0114
C -0.73892 -0.84348 3.54999  0.0008
C -1.70583 -1.76218 3.97358  0.0035
C -2.98604 -1.74495 3.41309  0.0002
C -3.29789 -0.80195 2.43066  0.0034
C -2.33954 0.13131 2.01577  0.0036
H -1.38341 6.49132 4.50018  0.0072
H 1.03968 5.89614 4.35720  -0.0019
H 1.72890 3.69574 3.46321  0.0037
H -2.41961 2.58989 2.98075  0.0034
H -3.10680 4.82826 3.79235  -0.0016
H 2.59850 0.02819 1.07980  0.0049
H 4.68778 -0.83319 2.12283  0.0001
H 5.12558 -0.46448 4.54945  0.0003
H 3.47868 0.81691 5.92647  0.0000
H 1.40534 1.68312 4.89951  0.0016
H 0.26224 -0.87699 3.98239  0.0001
H -1.45022 -2.48764 4.74837  0.0003
H -3.73861 -2.46397 3.74465  -0.0001
H -4.29586 -0.77985 1.98562  0.0002
H -2.60214 0.87020 1.25505  0.0007

Forces on the atoms, in the same order (eV/Å):
-0.0536 1.0243 -0.8881
-0.4409 -1.5607 0.6011
0.8086 1.3546 0.9613
0.7031 -0.2796 -1.7812
0.1473 0.1339 -0.0894
-0.4930 0.2021 -0.0623
-0.4454 0.3733 0.0102
0.1395 -0.3506 -0.0573
-0.2240 -0.0880 -0.0797
0.2069 -0.0817 -0.1554
0.1852 0.2138 0.0013
0.0030 -0.2192 0.1967
0.3511 -0.0274 -0.0455
-0.0157 -0.1048 0.2743
-0.2155 0.0640 -0.1330
0.0805 -0.2573 -0.0594
-0.0488 -0.1890 0.2179
-0.0139 -0.1635 -0.2869
-0.1301 0.1278 0.1436
0.2303 -0.1263 0.1392
-0.0792 -0.2289 0.3320
-0.2195 -0.1899 0.0876
-0.0150 0.1720 0.2079
0.1101 -0.0414 -0.2700
-0.5620 -3.3973 5.8672
0.4203 3.2203 -1.2663
-1.9138 0.8860 -0.1668
-0.3734 -0.2510 -0.7774
-0.2872 0.3366 -0.5235
0.6433 -0.4687 -1.0483
0.9199 -1.7343 -1.4595
0.4418 -0.1397 -0.2867
-0.0545 0.0781 0.3888
-0.1123 -0.1302 0.1776
0.1961 -0.1671 0.1557
0.2040 0.6984 -0.3961
-0.2845 -0.1013 0.1059
0.3585 0.0980 -0.1408
0.3028 0.1576 -0.0714
-0.1293 -0.0817 0.1229
0.3633 0.0468 -0.1030
-0.2365 -0.0334 -0.4242
0.1322 0.2098 0.2733
-0.3289 0.0203 -0.2148
-0.2201 -0.0095 -0.1268
0.1550 -0.0350 0.3377
0.1249 -0.1720 0.1182
-0.1663 -0.0960 -0.0405
0.2257 0.1878 0.0710
0.0755 0.3057 0.0502
0.0897 -0.5369 -0.2723
-0.1022 1.0650 0.1620
0.3122 -1.3497 0.1672
-0.4448 0.8936 0.1296
0.0143 -0.5811 -0.2442
-0.7536 1.6566 1.2468
0.5149 -0.1163 -0.5093
0.1184 0.0723 0.6468
-0.0106 0.0207 0.0652
-0.3040 0.1466 -0.1776
-0.1875 -0.0254 -0.4000
0.4302 -0.2515 0.0453
-0.2416 -0.3185 -0.4772
-0.3890 0.0245 -0.1624
0.0693 0.1538 -0.1181
0.1667 0.1288 -0.0346
0.0564 0.1455 -0.0785
0.0895 -0.3580 0.3366
0.0730 -0.2555 -0.0894
-0.1954 -0.1215 -0.0190
-0.2195 0.1068 0.0075
0.1557 0.2683 0.0660
0.2743 -0.0557 0.0975
0.0804 -0.0103 0.2926
-0.1697 0.1364 0.1892
-0.2253 0.1045 -0.1447
-0.0138 -0.0686 -0.2637
0.1685 -0.1835 -0.2750
-0.2828 -0.0028 -0.0845
-0.1096 0.1679 -0.2444
0.2277 0.2347 -0.1178
0.3045 -0.0432 0.1594
0.0383 -0.2332 0.2136

---

C4H7NO in the gas phase in a non-equilibrium geometry, computed with ωB97M-V/def2-TZVPD.

Calculated values
- ΔE to the lowest compared entry with this formula, charge and spin (eV) = 4.890
- E_HOMO (alpha / beta) (eV) = -7.68 / -7.36
- multiplicity = 1
- frontier orbital gap (alpha / beta) (eV) = 8.44 / 7.83
- calculated total energy (eV) = -7794.755

Last column: natural (NBO) charge in e.
Positions of all 13 atoms, in Å:
C 0.14230 1.62126 -0.58933  -0.1946
C -1.49244 0.19410 0.15036  0.1183
C 0.74769 -0.65660 0.55924  0.1399
C -0.59784 -0.94525 -0.13531  -0.5584
O -1.07278 1.39558 -0.10620  -0.3608
N 1.81126 -1.09725 0.02397  -0.6259
H 2.62088 -1.07787 0.64177  0.3398
H 0.55455 1.03192 -1.39258  0.1674
H 0.39528 2.66822 -0.60800  0.1653
H -2.35155 0.15290 0.79955  0.1761
H 0.65296 -0.37049 1.61801  0.1571
H -1.03314 -1.87132 0.24200  0.2443
H -0.37719 -1.04521 -1.20346  0.2315

Forces on the atoms, in the same order (eV/Å):
0.5502 0.9804 -0.7699
-0.8659 -1.0320 -0.0500
0.2704 -1.7124 0.1005
0.2698 1.1910 -0.0434
0.3256 0.2838 0.6905
-0.2650 0.0991 0.1137
-0.1042 0.2771 0.0913
-0.1231 -0.5139 0.1691
-0.1927 0.1883 0.0403
-0.1563 0.0643 -0.1676
0.1900 0.3372 -0.2105
0.1418 0.0285 0.0250
-0.0405 -0.1912 0.0111

---

2 unconnected molecules or ions with the total composition C4H11N3 in a non-equilibrium geometry, computed with ωB97M-V/def2-TZVPD.

Calculated values
- ΔE to the lowest compared entry with this formula, charge and spin (eV) = 5.945
- E_HOMO (eV) = -8.00
- multiplicity = 1
- frontier orbital gap (eV) = 8.93
- calculated total energy (eV) = -8791.674

Last column: natural (NBO) charge in e.
Positions of all 18 atoms, in Å:
C -2.29669 -1.24127 -1.39001  -0.7263
N -1.14415 1.68851 0.47385  -0.6753
C -1.54801 -0.47736 -0.33774  0.0285
N -1.82000 0.82473 -0.34526  -0.4128
H -0.28512 1.29006 0.86624  0.3947
H -1.74492 2.20229 1.10728  0.3669
H -2.79515 0.42920 0.08535  0.3878
H -1.64362 -1.33896 -2.26259  0.2532
H -3.24511 -0.76922 -1.68883  0.1919
H -2.48073 -2.25824 -1.03656  0.2269
N 1.19577 -0.26989 0.94369  -0.8765
C 2.26830 0.17864 0.18779  0.0134
C 3.54734 0.19122 0.55992  -0.5322
H 0.40052 -0.64358 0.41037  0.4127
H 1.44838 -0.81583 1.75572  0.3733
H 1.97035 0.59892 -0.76673  0.1849
H 3.86668 -0.20255 1.51508  0.1857
H 4.30616 0.61335 -0.07757  0.2034

Forces on the atoms, in the same order (eV/Å):
-0.5601 0.1167 0.6693
1.0090 0.8686 0.5851
2.3890 -1.0069 -0.9254
-3.8561 -1.5702 0.5348
-0.5338 -0.1488 0.2735
0.2219 -0.1610 -0.2225
1.0464 1.7205 -0.9049
0.0147 0.1705 0.0923
0.0593 -0.0411 -0.1951
-0.0328 0.0849 -0.0672
0.0568 0.0048 -0.0956
0.1308 -0.0196 0.0854
-0.0490 0.0496 -0.0492
0.1415 -0.0063 0.3856
-0.0805 -0.0275 -0.0936
0.0399 -0.0228 -0.0668
-0.0095 -0.0707 0.0722
0.0124 0.0592 -0.0780

---

Q: What is the formula in the third record?
A: C4H11N3

---

Q: ΔE to the lowest compared entry with this formula, charge and spin of number 2 (C4H7NO)?
A: 4.890 eV